Entry 1:
Entry from the OMol25 dataset: a structure of composition C36H34F5N4O4PTi at a distorted geometry (ωB97M-V/def2-TZVPD).

The geometry in XYZ format:
```
85
Properties=species:S:1:pos:R:3:forces:R:3
H -1.24828 1.40541 -2.80979 -0.01 0.04 0.10
O -3.84260 -0.34859 3.87776 -0.05 0.54 -0.12
C 5.10222 0.30928 -0.52056 -0.09 -0.05 0.09
N -3.94743 1.86805 4.43493 0.06 -0.06 -0.38
H 2.50902 -3.40972 3.17498 -0.07 0.15 -0.02
C -3.98699 3.52754 2.76041 -0.01 0.27 0.81
H -3.87724 2.79698 0.80636 0.01 -0.06 0.03
C -3.87931 0.81285 3.53196 0.01 -0.16 -0.19
H -1.21329 -0.97518 -5.82334 0.04 -0.08 0.04
H -2.06924 -1.95357 -3.64732 -0.27 -0.09 0.09
H -0.91764 2.60698 -0.01380 -0.02 0.01 0.07
H 2.43243 -2.00702 1.17516 -0.01 -0.08 -0.13
Ti -0.76053 -1.16756 -0.59859 0.27 0.26 -1.20
C 2.02037 -2.43959 3.21833 0.02 0.05 -0.18
H -4.15437 -0.71267 1.55430 -0.17 -0.34 0.16
H -1.21993 0.91030 -4.49211 0.07 0.08 -0.12
H 0.36473 -1.71489 -5.51428 -0.10 -0.02 0.03
H -3.96693 1.59825 5.39833 -0.01 -0.15 0.43
C 5.15953 1.19198 -1.58680 -0.08 0.07 -0.06
H 2.68954 -0.87276 -2.60386 0.06 0.01 0.06
C -2.99143 0.30577 -3.43880 -0.01 0.11 -0.07
H 4.06209 2.62740 -2.76007 -0.01 -0.07 0.10
H 6.08701 1.32917 -2.13225 -0.08 0.01 0.04
C 0.76305 -0.19143 -3.28178 -0.20 -0.27 0.12
H 1.96149 2.31525 -1.51315 0.05 -0.04 -0.01
O -2.02841 0.57647 -0.44745 -0.60 -0.08 0.41
C 1.48892 4.13123 2.59465 0.00 -0.02 -0.04
C 0.80606 2.27512 1.20791 0.05 0.05 -0.06
N -3.87271 1.22810 2.20172 0.26 -0.23 -0.08
C -0.25126 3.03733 0.72594 -0.02 0.08 -0.12
H 0.58555 -6.39252 0.59990 -0.02 0.14 -0.12
C -2.40733 -0.00858 0.60819 0.28 0.45 0.24
C 1.41658 -2.01334 4.39035 -0.07 0.03 0.09
C -4.01575 3.23725 4.18601 -0.11 -0.25 -0.14
C 0.00172 -3.12326 -0.13627 0.29 -0.28 0.08
P 1.07786 0.58969 0.54914 0.72 -0.21 0.76
H 0.26039 5.89977 2.46691 0.05 -0.11 -0.04
C 0.70525 -5.42067 0.12802 0.24 -0.41 -0.02
H 1.77985 -2.10893 -3.45314 0.00 -0.20 -0.17
F -4.07627 4.79871 2.40445 0.05 0.65 -0.19
H -3.32993 -0.24343 -4.32184 0.03 0.05 0.07
C 1.98185 -1.63615 2.08211 -0.07 0.01 0.10
F 3.01323 -3.86572 -2.18134 0.55 0.20 -0.42
C -1.01548 -1.79808 -3.81138 0.16 0.31 -0.12
C -3.80843 0.21519 1.13376 0.12 0.31 0.62
C 0.78368 -0.77685 4.42075 0.03 -0.01 0.00
H 0.98797 0.03615 -4.32244 0.05 0.05 -0.24
C 1.68790 -1.28125 -2.75847 -0.14 0.08 0.45
F -1.21869 -4.66468 1.17194 0.02 0.08 0.02
C 2.83472 1.72550 -1.24614 0.14 0.01 0.00
H -0.52732 -2.63776 -3.33255 0.19 -0.19 0.13
F -2.30531 -2.00422 -1.15991 -0.48 -0.27 -0.26
C -3.89835 2.57008 1.86529 -0.04 -0.96 -0.93
H 0.92766 0.71462 -2.71214 0.05 0.23 0.13
H -1.05534 -2.72999 -5.73862 0.01 0.05 -0.01
C 1.99784 -4.02763 -1.34178 -0.42 0.67 -0.10
C 1.69038 2.83720 2.13706 0.00 0.11 0.00
O -4.10933 4.05163 5.06706 0.05 0.15 0.29
F 2.63349 -6.21400 -0.98264 0.22 -0.41 -0.01
H 1.42003 -2.64941 5.27135 0.02 0.11 -0.12
H -3.53214 1.25647 -3.41206 0.05 -0.10 -0.03
C -0.17196 -4.38550 0.36681 -0.06 -0.06 0.27
C 3.90757 0.11944 0.17507 0.05 0.09 -0.06
C -1.49603 0.58727 -3.48397 -0.01 -0.24 0.09
C 4.02207 1.91427 -1.94198 -0.04 -0.04 0.05
O -1.62715 -0.82755 1.19922 -0.63 0.56 0.15
C 1.10158 -2.97330 -1.03476 0.07 0.25 0.11
H -1.25257 4.94294 0.77177 -0.03 -0.02 0.01
H 0.23999 0.97661 3.33357 -0.03 0.00 0.02
C 1.78984 -5.21247 -0.74104 -0.39 -0.63 0.55
C 2.75370 0.81096 -0.18931 0.04 0.08 -0.11
H 2.17167 4.55936 3.32519 -0.13 -0.07 -0.13
H 2.53723 2.25727 2.50046 -0.16 0.08 -0.05
H -3.25369 -0.26582 -2.55327 0.01 -0.03 0.09
C 0.41917 4.88732 2.10806 0.12 -0.01 0.11
N -0.64888 -0.56245 -3.08293 0.06 0.14 0.07
N 1.09071 -1.72348 -1.50753 0.41 -0.20 -0.53
H 3.89517 -0.55602 1.01776 0.02 0.01 -0.02
C 1.36097 -0.38245 2.09886 -0.13 -0.06 -0.03
C 0.75418 0.02650 3.28806 0.02 -0.08 0.05
H -4.44870 0.52576 0.32278 -0.16 0.10 -0.24
H 0.30078 -0.43589 5.33122 0.03 -0.04 -0.11
C -0.43761 4.34875 1.16469 0.02 -0.16 0.03
H 5.99250 -0.23536 -0.21701 -0.15 0.06 -0.04
C -0.70567 -1.79246 -5.30210 0.00 0.01 -0.13
```
Forces are in eV/Å.

- E_tot: -3602.47787 a.u.
- Frontier orbital gap (spin up / spin down): 7.444 / 7.005 eV
- Spin multiplicity: 3
- LUMO level (spin up / spin down): 0.400 / -1.846 eV
- <S²>: 2.027
- Net charge: 0

=====

Entry 2:
Entry from the OMol25 dataset: the ion C7H15N2O2 with charge +1 at a distorted geometry (ωB97M-V/def2-TZVPD).

The geometry in XYZ format:
```
26
Properties=species:S:1:pos:R:3:forces:R:3
H 1.50699 0.52369 2.12868 0.13 0.11 -0.22
N 0.25051 -0.24690 -0.16321 -1.19 2.25 1.61
C -1.31814 1.98059 -0.71338 2.33 -1.18 0.13
H -0.97213 -2.80921 -0.76022 -0.85 -0.21 0.36
H 2.40596 -0.30812 -0.33036 -1.40 0.46 0.21
H 1.85736 2.08335 1.52266 -0.78 1.75 -0.54
H 1.06453 -1.51260 1.35669 -1.23 -0.57 -0.82
H -0.79317 1.22060 1.28448 0.56 -0.18 0.67
H -1.56698 1.42147 -1.60450 -0.61 0.67 -0.39
H -2.07828 2.50639 -0.20497 -1.41 0.78 -0.11
N -2.22975 0.04444 0.35868 -0.34 -0.55 -2.11
C 1.96938 1.07184 1.28755 0.05 -2.99 0.57
H -0.65385 -0.92750 -2.02071 -1.08 0.78 -0.31
H 3.03152 0.88509 1.41705 0.16 -0.03 -0.04
H 0.72624 -3.12061 -0.62962 0.47 -0.30 -0.54
C 0.15970 -1.48116 0.67968 -1.09 -0.77 1.06
O -2.59016 -0.29318 1.44612 -0.63 -0.24 0.66
H -0.50533 2.69199 -0.90516 -0.01 -0.38 0.22
H 1.59205 1.24054 -0.86326 -0.05 -1.47 1.00
O -2.73334 -0.25012 -0.73690 0.45 0.02 1.76
C -1.01295 0.88756 0.29586 1.74 -0.78 -2.20
H 0.98189 -1.03431 -2.01383 2.49 0.45 -1.04
C 1.57321 0.41030 -0.05766 1.56 2.73 -1.23
C -0.02527 -2.35728 -0.59068 1.84 0.15 0.94
C 0.17700 -1.08697 -1.38375 -2.24 -0.86 -0.12
H -0.81699 -1.53988 1.20076 1.16 0.36 0.48
```
Forces are in eV/Å.

- E_tot: -535.27710 a.u.
- Frontier orbital gap: 11.106 eV
- LUMO level: -4.461 eV
- SMILES: CC[N+]1([C@@H](C)[N+](=O)[O-])CCC1
- Net charge: +1

=====

Entry 3:
Entry from the OMol25 dataset: a structure of composition CdN6O18 at a distorted geometry (ωB97M-V/def2-TZVPD).

The geometry in XYZ format:
```
25
Properties=species:S:1:pos:R:3:forces:R:3
O 3.97250 5.61598 5.62380 -0.31 0.55 1.17
O 6.45571 6.40899 3.63126 0.34 -0.30 1.20
O 5.41939 6.52197 1.75518 -0.12 -0.36 -0.12
O 5.92617 5.80770 8.25052 -0.97 -0.82 -0.12
O 7.29971 6.22752 9.82818 -0.42 -0.36 0.38
O 4.23517 9.33569 4.82052 0.74 0.10 -2.45
N 3.02018 5.56787 4.82759 -0.45 -0.27 -2.88
O 2.91574 4.56368 4.09626 -0.37 -0.43 0.61
N 4.22742 9.10205 5.99122 -1.34 0.15 1.64
O 4.97423 8.25902 6.53503 0.73 -0.33 0.28
O 8.13760 6.29550 6.62191 1.12 1.79 0.64
O 6.11496 8.32445 2.66720 0.40 0.12 0.41
N 6.56650 3.53075 4.03694 1.31 -2.82 -1.43
O 6.52559 4.04778 5.18586 -1.11 0.14 -0.11
O 2.21915 6.51344 4.61808 0.55 -0.06 1.33
O 3.39242 9.72730 6.70828 0.10 0.13 0.87
O 5.64417 3.30054 3.24046 -0.57 1.45 1.56
N 9.30969 6.07822 6.90216 3.49 -4.02 0.30
O 9.83029 6.21470 8.03675 -1.28 1.56 -0.15
N 6.15126 5.92545 9.45779 0.76 1.16 0.84
O 5.21061 5.81281 10.26522 0.00 -0.35 0.30
O 7.66334 2.99622 3.73688 0.81 0.33 0.07
Cd 6.17610 6.01921 6.14337 -2.31 0.61 -2.28
O 10.03697 5.43030 6.08517 -0.77 1.20 -0.46
N 5.98402 7.08705 2.71115 -0.34 0.83 -1.58
```
Forces are in eV/Å.

- E_tot: -1849.68708 a.u.
- Frontier orbital gap: 6.983 eV
- LUMO level: 9.757 eV
- Net charge: -4